No. 1
The following is a quantum chemistry calculation of a single C4H3NO4 molecule at a distorted geometry, from the OMol25 dataset.

Structure (ORCA input):
```
! RIJCOSX wB97M-V def2-TZVPD def2/J DEFGRID3
* xyz 0 1
O -2.175 -0.881 -0.856
C -1.553 -0.187 -1.699
O -0.449 0.567 -1.596
C 0.259 0.480 -0.280
C 1.271 1.314 -0.071
O 1.817 1.051 1.112
N 1.268 -0.098 1.675
C 0.308 -0.453 0.845
O -0.350 -1.569 1.145
H -1.777 -0.132 -2.873
H 1.747 2.049 -0.710
H -1.300 -1.504 0.650
*
```

## Properties
**Structure (SMILES)**: O=COc1conc1O
**Relative energy (zero: lowest compared OMol25 entry of this formula, charge and spin)**: 209.18 kJ/mol
**LUMO energy**: 0.622 eV
**HOMO**: -10.01 eV
**Frontier orbital gap**: 10.6 eV
**F_max**: 4.36 eV/A
**E_tot**: -13873.7075 eV

***

No. 2
The following is a quantum chemistry calculation of a gas-phase ion, C4H3NO4S2 (charge -2) at a distorted geometry, from the OMol25 dataset.

Structure (ORCA input):
```
! RIJCOSX wB97M-V def2-TZVPD def2/J DEFGRID3
* xyz -2 1
C -1.815 0.481 -0.872
C 1.935 -0.028 -0.298
C 0.257 0.271 -2.444
C 0.948 0.022 0.904
N -1.024 0.018 -2.075
O -2.894 -0.154 -0.774
O -1.395 1.474 -0.259
O 0.677 -0.045 -3.553
O 3.608 -0.267 1.801
S 1.337 1.372 -1.389
S 2.636 0.742 1.211
H 0.025 0.624 0.897
H 1.071 -0.931 1.601
H -1.551 -0.736 -2.659
*
```

## Properties
**Relative energy (zero: lowest compared OMol25 entry of this formula, charge and spin)**: 221.27 kJ/mol
**LUMO energy**: 5.767 eV
**HOMO**: 0.24 eV
**Frontier orbital gap**: 5.5 eV
**F_max**: 3.39 eV/A
**E_tot**: -35544.9656 eV

***

No. 3
The following is a quantum chemistry calculation of a molecular structure, C4H3NO4Sn at a distorted geometry, from the OMol25 dataset.

Structure (ORCA input):
```
! RIJCOSX wB97M-V def2-TZVPD def2/J DEFGRID3
* xyz 2 1
O 1.286 1.995 2.016
C 0.723 1.312 1.220
Sn -0.169 0.264 -0.201
O -0.668 3.333 -2.688
C -0.543 2.431 -1.923
C -1.582 -0.223 1.348
O -2.442 -0.436 2.210
C -1.163 -1.074 -1.262
O -1.760 -1.817 -1.971
N 1.482 -1.365 0.297
H 2.116 -0.993 -0.347
H 1.040 -2.197 0.056
H 1.680 -1.231 1.246
*
```

## Properties
**LUMO energy (spin up / spin down)**: -11.117 / -11.134 eV
**HOMO (spin up / spin down)**: -17.01 / -17.07 eV
**Frontier orbital gap (spin up / spin down)**: 5.9 / 5.9 eV
**F_max**: 13.85 eV/A
**E_tot**: -19681.9479 eV

***

No. 4
The following is a quantum chemistry calculation of a gas-phase ion, C4H3NS2 (charge -2) at a distorted geometry, from the OMol25 dataset.

Structure (ORCA input):
```
! RIJCOSX wB97M-V def2-TZVPD def2/J DEFGRID3
* xyz -2 1
C 0.545 -0.430 -0.424
C 0.966 0.845 -0.021
C -0.683 -1.080 -0.190
C 0.846 1.634 1.054
N -1.755 -0.662 0.453
S 1.110 3.249 1.319
S -2.986 -1.752 0.585
H 1.146 -0.776 -1.190
H 1.608 1.123 -0.879
H -0.797 -2.150 -0.708
*
```

## Properties
**Relative energy (zero: lowest compared OMol25 entry of this formula, charge and spin)**: 0.00 kJ/mol
**LUMO energy (spin up / spin down)**: 5.761 / 5.697 eV
**HOMO (spin up / spin down)**: 0.91 / 1.49 eV
**Frontier orbital gap (spin up / spin down)**: 4.9 / 4.2 eV
**F_max**: 3.26 eV/A
**E_tot**: -27352.5686 eV

***

No. 5
The following is a quantum chemistry calculation of a single C4H3NS2 molecule at a distorted geometry, from the OMol25 dataset.

Structure (ORCA input):
```
! RIJCOSX wB97M-V def2-TZVPD def2/J DEFGRID3
* xyz 0 1
C -0.045 0.014 -0.077
C -0.723 -0.527 1.027
C 0.303 -0.507 1.979
S 0.660 -0.516 3.698
S 2.545 0.035 2.813
C 1.456 0.051 1.447
N 1.208 0.505 0.206
H -0.265 0.051 -1.194
H -1.725 -0.849 1.275
H 1.797 0.800 -0.539
*
```

## Properties
**Structure (SMILES)**: c1cc2ssc2[nH]1
**Relative energy (zero: lowest compared OMol25 entry of this formula, charge and spin)**: 59.14 kJ/mol
**LUMO energy**: -0.174 eV
**HOMO**: -7.74 eV
**Frontier orbital gap**: 7.6 eV
**F_max**: 3.55 eV/A
**E_tot**: -27355.1512 eV

***

No. 6
The following is a quantum chemistry calculation of a single C4H3NS2 molecule at a distorted geometry, from the OMol25 dataset.

Structure (ORCA input):
```
! RIJCOSX wB97M-V def2-TZVPD def2/J DEFGRID3
* xyz 0 1
C -1.840 0.240 -1.961
C -0.942 0.489 -2.775
C -1.008 -0.183 0.206
C 1.144 -0.190 1.675
N -1.699 -0.078 -0.749
S 0.370 0.994 -3.441
S -0.588 -0.886 1.654
H 1.400 -0.673 2.552
H 1.316 0.854 1.894
H 1.847 -0.566 0.945
*
```

## Properties
**Relative energy (zero: lowest compared OMol25 entry of this formula, charge and spin)**: 363.63 kJ/mol
**LUMO energy (spin up / spin down)**: -0.687 / -0.687 eV
**HOMO (spin up / spin down)**: -7.64 / -7.64 eV
**Frontier orbital gap (spin up / spin down)**: 6.9 / 6.9 eV
**F_max**: 3.16 eV/A
**E_tot**: -27351.9953 eV

***

No. 7
The following is a quantum chemistry calculation of a gas-phase ion, C4H3O2 (charge +1) at a distorted geometry, from the OMol25 dataset.

Structure (ORCA input):
```
! RIJCOSX wB97M-V def2-TZVPD def2/J DEFGRID3
* xyz 1 1
C -0.340 0.268 0.057
C 0.740 -1.741 -0.379
C -0.214 -0.856 -0.988
C -0.073 -1.060 0.627
O -1.711 0.973 0.158
O -0.676 -1.933 -0.253
H 0.498 1.082 0.067
H 1.505 -2.510 -0.525
H -1.657 1.677 0.849
*
```

## Properties
**Relative energy (zero: lowest compared OMol25 entry of this formula, charge and spin)**: 629.82 kJ/mol
**LUMO energy**: -6.409 eV
**HOMO**: -16.91 eV
**Frontier orbital gap**: 10.5 eV
**F_max**: 7.15 eV/A
**E_tot**: -8275.0885 eV

***

No. 8
The following is a quantum chemistry calculation of a molecular structure, C4H3O2Yb at a distorted geometry, from the OMol25 dataset.

Structure (ORCA input):
```
! RIJCOSX wB97M-V def2-TZVPD def2/J DEFGRID3
* xyz 0 2
O -2.386 0.715 0.709
C -1.454 -0.238 0.626
C -0.102 0.074 0.530
C 0.652 -0.543 -0.507
C 2.061 -0.458 -0.577
O 2.831 0.204 0.169
H 0.200 1.087 0.858
H 2.519 -0.909 -1.489
Yb -1.964 0.053 -2.037
H -2.357 0.016 1.717
*
```

## Properties
**Relative energy (zero: lowest compared OMol25 entry of this formula, charge and spin)**: 372.03 kJ/mol
**⟨S²⟩**: 0.9388
**LUMO energy (spin up / spin down)**: -2.309 / -1.894 eV
**HOMO (spin up / spin down)**: -6.47 / -6.30 eV
**Frontier orbital gap (spin up / spin down)**: 4.2 / 4.4 eV
**F_max**: 3.61 eV/A
**E_tot**: -39810.4253 eV

***

No. 9
The following is a quantum chemistry calculation of a gas-phase ion, C4H3O3S (charge -1) at a distorted geometry, from the OMol25 dataset.

Structure (ORCA input):
```
! RIJCOSX wB97M-V def2-TZVPD def2/J DEFGRID3
* xyz -1 1
O 3.441 1.768 0.270
C 2.698 0.825 0.134
C 1.827 -0.059 -0.231
O 2.553 -1.264 -0.584
C 0.355 -0.475 -0.150
O 0.277 -1.763 -0.192
C -0.777 0.207 -0.457
S -0.823 1.975 -0.413
H 1.817 -1.859 -0.673
H -1.600 -0.263 0.119
H -0.073 2.370 -1.532
*
```

## Properties
**Structure (SMILES)**: O=C=C(O)/C([O-])=C\S
**Relative energy (zero: lowest compared OMol25 entry of this formula, charge and spin)**: 290.07 kJ/mol
**LUMO energy**: 3.468 eV
**HOMO**: -3.18 eV
**Frontier orbital gap**: 6.7 eV
**F_max**: 4.49 eV/A
**E_tot**: -21172.5407 eV